This record from the OMol25 dataset describes 2 unconnected molecules or ions with the total composition C14H23F3IN2O6PS in a non-equilibrium geometry. The level of theory is ωB97M-V/def2-TZVPD.

Geometry as XYZ:
```
51
Properties=species:S:1:pos:R:3:forces:R:3:nbo_charge:R:1
C -0.636599 0.680681 -3.646682 0.4 0.6 -0.6 -0.27
O -1.328617 -0.554466 -3.598778 0.1 0.0 0.4 -0.57
C -2.388016 -0.556198 -2.656920 -0.6 -0.4 0.8 -0.07
C -2.407674 -1.883373 -1.886047 1.4 0.5 -0.1 -0.41
C -1.201219 -1.827970 -0.886308 -1.2 0.2 -0.5 -0.44
C -1.736666 -1.534705 0.518678 0.4 -0.6 -0.2 -0.43
C -0.799231 -1.765822 1.707815 -1.1 0.4 0.8 -0.23
N 0.562666 -1.088330 1.610472 -0.7 0.4 -0.1 -0.36
N 0.351471 0.158980 0.970701 -0.3 -0.1 -1.0 -0.65
C 1.165372 -0.868968 3.021037 0.1 -0.5 1.2 0.08
O 1.740905 0.373468 3.161829 0.3 -0.7 -0.1 -0.50
C 3.040340 0.495122 2.661618 0.1 0.5 -0.5 0.32
C 4.069619 -0.384231 2.876418 -0.4 -1.5 1.0 -0.29
C 5.308839 -0.192146 2.307644 0.2 -0.2 0.1 -0.19
C 5.524846 0.910885 1.521633 1.1 0.2 -0.6 -0.21
C 4.515593 1.818354 1.299371 0.0 0.2 -0.1 -0.18
C 3.288207 1.594937 1.878209 -1.0 1.1 -0.5 -0.29
P 1.865636 -2.140497 0.755660 1.4 -0.7 0.0 1.09
O 1.069883 -3.550584 0.501641 0.0 0.8 0.0 -1.00
I 2.349554 -1.260308 -1.457406 -0.3 0.1 0.2 -0.01
H -0.592387 1.022171 -4.690791 -0.1 -0.1 0.2 0.17
H 0.417698 0.595551 -3.325861 -0.2 -0.3 0.1 0.14
H -1.103217 1.469584 -3.048125 0.0 -0.3 -0.2 0.24
H -2.214403 0.206196 -1.891229 -0.3 0.2 -0.4 0.20
H -3.371913 -0.391154 -3.111383 0.3 0.3 -0.2 0.19
H -3.335037 -2.010316 -1.322873 -0.1 -0.1 -0.4 0.21
H -2.217114 -2.692504 -2.598782 -0.5 -0.1 0.1 0.21
H -0.636478 -0.950231 -1.206490 0.5 -0.5 0.1 0.22
H -0.642883 -2.758798 -0.994911 0.2 0.2 0.4 0.20
H -2.598256 -2.194979 0.685430 0.2 0.1 0.3 0.23
H -2.117765 -0.511299 0.566116 0.0 -0.1 -0.2 0.25
H -0.714640 -2.808632 2.024434 0.5 0.1 -0.4 0.23
H -1.291548 -1.272069 2.558300 0.3 0.0 -0.1 0.22
H 1.201882 0.584112 0.626001 0.1 0.0 0.3 0.40
H -0.224897 0.785291 1.520334 0.1 -0.1 0.2 0.40
H 1.849617 -1.701951 3.218341 0.1 0.2 -0.2 0.20
H 0.390596 -0.953729 3.787436 -0.3 0.2 -0.5 0.22
H 3.906129 -1.277098 3.477985 0.1 0.2 0.0 0.22
H 6.102612 -0.913115 2.463858 -0.1 0.0 0.1 0.23
H 6.495082 1.045740 1.052954 -0.1 0.1 0.1 0.22
H 4.652384 2.687058 0.666522 0.1 -0.1 0.1 0.23
H 2.488155 2.304768 1.672438 0.0 -0.1 0.2 0.23
H 1.641385 -4.082897 -0.076908 -0.2 -0.2 0.0 0.52
C -4.668934 3.661954 -2.071290 -0.3 0.2 -0.3 0.68
F -4.915604 3.056677 -3.245903 0.1 -0.1 0.1 -0.33
F -4.241035 4.902669 -2.352143 0.1 -0.1 0.1 -0.33
F -5.845566 3.785765 -1.439197 0.1 -0.1 0.1 -0.33
S -3.445023 2.726423 -1.062837 0.5 -0.3 0.6 2.35
O -2.255819 2.692604 -1.897525 -0.2 0.2 -0.1 -1.02
O -4.064125 1.430414 -0.861821 -0.2 0.0 -0.2 -1.01
O -3.302217 3.507263 0.143937 -0.1 0.2 -0.1 -0.99
```
Positions in Å, forces in eV/Å.

The value obtained for the gap between HOMO and LUMO is 6.8 eV. For the HOMO energy, the calculation gives -8.224 eV. The relative energy (zero: lowest compared OMol25 entry of this formula, charge and spin) is 0.00 kJ/mol. The electronic energy is -2444.9393 a.u.

This record from the OMol25 dataset describes a molecular structure, C14H23F6IN2O5S2. The level of theory is ωB97M-V/def2-TZVPD.

Geometry as XYZ:
```
53
Properties=species:S:1:pos:R:3:forces:R:3:nbo_charge:R:1
C -0.586699 -0.170544 2.765207 0.0 0.3 0.0 -0.60
C 0.222069 0.420750 1.614972 -0.2 0.1 0.2 0.10
C 0.405559 -0.623619 0.505434 -0.3 0.1 0.0 -0.64
C -0.492485 1.655481 1.087589 0.1 0.0 -0.2 -0.39
C 0.246684 2.326013 -0.067124 -0.1 0.1 -0.1 -0.22
C -0.302992 3.749586 -0.286650 -0.1 -0.3 0.0 -0.38
C -0.362329 4.224100 -1.739636 0.1 0.2 0.0 -0.44
C 0.913279 3.971963 -2.530825 0.0 0.2 -0.1 -0.48
I 1.114684 5.353306 -4.175018 0.0 -0.1 0.0 0.03
C 1.788210 2.295857 0.066266 -0.2 0.0 0.0 -0.42
C 2.457506 1.650221 1.311438 0.1 0.4 0.0 0.11
C 3.026533 2.766789 2.199771 -0.1 -0.2 0.1 -0.61
C 3.615512 0.723951 0.889970 0.0 0.2 0.1 -0.62
N 1.509421 0.901498 2.167421 0.3 -0.6 -0.5 0.03
O 2.074255 0.190010 3.060036 0.0 0.1 0.3 -0.42
H -1.609110 -0.330387 2.426327 0.0 -0.2 -0.1 0.22
H -0.615617 0.540257 3.592475 0.0 0.0 0.1 0.20
H -0.156998 -1.101261 3.116738 0.0 -0.1 0.0 0.23
H 1.300331 -0.479339 -0.094268 0.1 0.0 0.0 0.20
H -0.445453 -0.568498 -0.173134 0.0 -0.1 0.0 0.24
H 0.382894 -1.624569 0.927742 0.3 -0.1 -0.1 0.25
H -0.673168 2.360298 1.904061 0.1 0.0 0.1 0.20
H -1.464223 1.329074 0.713962 -0.1 0.1 0.1 0.22
H -0.017293 1.755731 -0.961346 0.1 -0.1 0.0 0.21
H 0.268294 4.452970 0.323274 0.0 0.1 0.0 0.19
H -1.327961 3.764321 0.090220 0.0 0.1 0.0 0.21
H -1.202460 3.747719 -2.246239 0.0 -0.1 -0.1 0.21
H -0.569543 5.294113 -1.750210 -0.1 0.0 0.1 0.21
H 0.945360 2.991389 -2.990375 0.1 -0.1 0.1 0.22
H 1.808146 4.135403 -1.942204 0.0 0.0 0.0 0.21
H 2.137470 3.328283 0.041754 0.1 0.0 0.0 0.20
H 2.198430 1.828180 -0.827720 0.0 -0.1 0.0 0.22
H 3.554501 2.325307 3.042127 0.0 0.0 0.1 0.23
H 2.211239 3.375498 2.591020 0.0 0.2 -0.1 0.21
H 3.716238 3.385374 1.627831 0.0 0.1 0.0 0.20
H 3.295044 -0.309810 0.809056 0.0 0.0 -0.1 0.23
H 4.412742 0.759977 1.628759 0.0 -0.1 0.1 0.21
H 4.027554 1.065499 -0.058061 0.1 -0.1 -0.1 0.20
C -3.633242 -3.401728 0.595292 0.1 -0.1 -0.1 0.71
F -3.537050 -2.382723 1.454250 0.0 0.2 0.2 -0.33
F -3.867134 -4.508733 1.294897 0.0 -0.2 0.1 -0.32
F -4.680975 -3.174572 -0.194026 -0.2 0.0 -0.1 -0.32
S -2.065219 -3.516425 -0.365066 -0.2 -0.1 0.0 2.25
O -1.053714 -3.776671 0.620837 0.1 -0.1 0.1 -0.94
O -1.982384 -2.263281 -1.065586 -0.1 0.1 -0.1 -0.95
N -2.486738 -4.752992 -1.248313 0.5 0.3 0.0 -1.24
S -1.499326 -5.347689 -2.334869 -0.2 -0.1 0.0 2.25
O -0.357316 -6.033471 -1.803260 0.0 0.0 0.1 -0.93
O -1.297695 -4.514943 -3.485670 0.0 0.1 -0.1 -0.94
C -2.628222 -6.685493 -2.912233 0.0 0.1 0.1 0.71
F -3.760343 -6.193905 -3.412484 -0.2 0.1 -0.1 -0.32
F -2.937065 -7.529017 -1.929388 0.0 -0.1 0.1 -0.32
F -2.019204 -7.379249 -3.875024 0.1 -0.1 -0.2 -0.32
```
Positions in Å, forces in eV/Å.

The value obtained for the gap between HOMO and LUMO (spin up / spin down) is 7.8 / 8.5 eV. For the HOMO energy (spin up / spin down), the calculation gives -5.929 / -6.591 eV. As for the expectation value of S²: 0.75. As for the spin multiplicity: 2. The electronic energy is -2726.2550 a.u. As for the total charge: -1.

This record from the OMol25 dataset describes a molecular structure, C14H23IN3O8P2Pd in a non-equilibrium geometry. The level of theory is ωB97M-V/def2-TZVPD.

Geometry as XYZ:
```
52
Properties=species:S:1:pos:R:3:forces:R:3:nbo_charge:R:1
C 1.822338 -1.580923 -2.629388 -1.9 -1.9 3.3 -1.12
I 0.799293 -0.818699 -4.312783 -0.6 1.3 -1.6 0.55
H 2.231421 -1.898493 -3.647856 0.1 -1.7 -0.5 0.36
H 0.929718 -2.034996 -2.074351 1.4 -0.2 -1.4 0.27
H 2.690793 -2.297480 -2.353884 -0.6 1.4 -0.2 0.41
Pd -0.767988 -1.906502 1.033162 0.6 -0.6 -0.2 0.80
P -1.351806 -2.550096 -1.073130 -3.2 -2.1 -2.9 0.94
C -2.679488 -3.459042 -0.127351 0.7 1.1 1.2 -0.92
C -2.352201 -1.504555 -2.194239 0.4 0.9 0.1 -0.94
H -3.091211 -2.114718 -2.716437 0.0 -0.5 0.3 0.30
H -1.855346 -4.458523 -2.607895 0.0 0.5 0.6 0.30
H -1.722365 -1.103086 -2.994454 -0.1 0.2 0.4 0.26
H -0.536876 -3.483631 -3.208299 0.0 0.1 0.3 0.25
H -3.446491 -2.727754 0.158927 0.0 -0.4 -0.1 0.28
H -2.894161 -0.705043 -1.677623 0.3 -0.1 -0.1 0.28
C -0.960550 -3.901766 -2.287721 1.4 -0.1 -0.1 -0.91
H -3.065654 -4.275607 -0.736070 0.1 0.0 0.1 0.31
H -0.234981 -4.619796 -1.889351 -0.2 0.1 0.0 0.28
H -2.207089 -3.850278 0.800859 -0.6 -0.4 -0.2 0.25
P 2.301129 0.120237 -1.357030 3.0 1.7 0.9 1.04
C 3.141213 0.745165 0.289630 -0.7 -0.4 0.6 -0.85
C 3.902302 -0.290988 -2.151449 0.1 0.1 -0.1 -0.91
H 1.860531 1.674097 -3.135085 -0.2 0.2 -0.1 0.25
H 3.142844 2.255951 -2.165900 0.2 -0.2 0.4 0.27
H 1.466521 2.475996 -1.593315 0.2 -0.5 -0.1 0.26
C 2.164230 1.784287 -2.094215 -1.1 0.3 -0.9 -0.94
H 3.630747 -0.579407 -3.191193 1.2 0.5 0.6 0.20
H 4.577081 0.571317 -2.103788 0.0 -0.4 -0.1 0.26
H 4.240013 0.619266 0.338658 -0.7 -0.2 -0.4 0.27
H 2.657750 0.291777 1.164710 0.5 0.1 -0.3 0.23
H 4.311012 -1.135030 -1.572984 0.2 0.1 -0.5 0.24
H 2.909896 1.814547 0.309823 0.0 -0.1 0.0 0.24
C 0.473907 -1.519945 2.535202 2.4 -1.2 4.4 0.53
O 0.951289 -1.632003 3.575511 -1.2 0.3 -3.1 -0.32
O -4.240414 4.382485 2.156321 2.7 -0.8 0.8 -0.31
N -3.113325 4.470728 2.687728 -2.6 3.2 0.5 0.48
O -2.736363 5.513275 3.273421 -0.1 -2.9 -1.3 -0.30
C -2.212581 3.310959 2.641634 0.6 -0.1 -0.3 0.02
C -2.611727 2.125335 1.983043 0.5 1.4 0.9 -0.08
C -1.625205 1.171502 1.919568 0.1 -1.6 0.0 -0.06
C -0.243074 1.251298 2.395181 -1.1 1.9 -0.9 0.47
O 0.649242 0.426184 1.986721 0.2 0.8 0.9 -0.55
C 0.057929 2.527113 3.005842 -0.5 -1.9 -0.3 -0.06
C -0.914097 3.527257 3.129831 0.0 0.3 -1.4 -0.07
N 1.485289 2.724913 3.329255 -0.5 4.3 -0.4 0.48
O 1.868081 3.906747 3.474760 -0.6 -3.6 0.0 -0.16
O 2.264194 1.749911 3.364311 -0.5 -0.3 -0.3 0.00
N -2.223429 -0.200374 1.709683 -2.6 1.6 2.4 0.41
O -1.890784 -1.002350 2.705723 -0.6 0.3 -2.6 -0.39
O -3.278513 -0.329470 1.071964 2.8 -0.3 0.8 -0.24
H -3.622912 1.955842 1.581003 0.5 0.3 0.4 0.32
H -0.650130 4.584365 3.273320 0.0 -0.5 0.8 0.33
```
Positions in Å, forces in eV/Å.

The value obtained for the gap between HOMO and LUMO (spin up / spin down) is 5.3 / 4.1 eV. For the HOMO energy (spin up / spin down), the calculation gives -16.795 / -18.269 eV. As for the expectation value of S²: 6.03. As for the spin multiplicity: 5. The electronic energy is -2419.8859 a.u. As for the total charge: +3.